# C54H65AsN4O3Ti

A molecular structure, C54H65AsN4O3Ti at a distorted geometry (the ωB97M-V functional and the def2-TZVPD basis, OMol25).

Properties
frontier orbital gap = 5.74 eV
net charge = +2
2S+1 = 1
largest force on an atom = 0.020 Eh/bohr

Geometry (Å):
Ti (0.1022, 0.2501, -0.9560)
C (1.3035, -4.5223, -4.5679)
C (0.0340, -3.7501, -4.9459)
C (-0.4492, -2.8644, -3.8361)
C (-1.4827, -3.0852, -2.9780)
C (-2.4549, -4.2268, -2.9686)
C (-3.6022, -4.0265, -3.9663)
C (-1.5672, -1.9239, -2.1399)
C (-2.6710, -1.5506, -1.4258)
C (-2.8859, -0.2420, -1.0187)
C (-4.1582, 0.3242, -0.6970)
C (-5.4544, -0.4298, -0.6840)
C (-6.0782, -0.5481, -2.0792)
C (-3.9529, 1.6646, -0.5360)
C (-2.5439, 1.8859, -0.6648)
C (-1.9017, 3.0341, -0.2599)
C (-0.5409, 3.1703, -0.1598)
N (0.3591, 2.2246, -0.6339)
C (1.6070, 2.7726, -0.3872)
C (2.7613, 2.3019, -0.9754)
C (2.7576, 1.3322, -1.9465)
N (1.6517, 0.5393, -2.2415)
C (1.9622, -0.0188, -3.4807)
C (1.2570, -1.0455, -4.0456)
C (0.1471, -1.6111, -3.4592)
N (-0.5124, -1.0530, -2.3929)
C (3.2494, 0.4306, -3.9410)
C (3.7724, 1.2106, -2.9574)
C (5.1147, 1.8875, -2.8763)
C (6.2904, 1.0611, -3.4013)
C (3.8115, 0.1366, -5.3035)
C (3.9835, 1.4059, -6.1427)
C (1.4893, 4.0095, 0.3242)
C (0.1548, 4.2708, 0.4367)
C (-0.5148, 5.4250, 1.1180)
C (-1.0057, 5.0575, 2.5248)
C (2.6467, 4.8211, 0.8201)
C (3.2518, 4.2562, 2.1071)
N (-1.8960, 0.7090, -0.9964)
C (-4.9679, 2.7415, -0.2974)
C (-5.1708, 3.6468, -1.5183)
H (1.6388, -5.1478, -5.3944)
H (1.1180, -5.1730, -3.7112)
H (2.1215, -3.8477, -4.3064)
H (-0.7560, -4.4548, -5.2067)
H (0.2116, -3.1515, -5.8427)
H (-2.8574, -4.3585, -1.9624)
H (-1.9182, -5.1472, -3.2037)
H (-4.1671, -3.1202, -3.7383)
H (-4.2912, -4.8696, -3.9401)
H (-3.2232, -3.9307, -4.9845)
H (-3.4867, -2.2560, -1.3335)
H (-6.1524, 0.0750, -0.0156)
H (-5.2970, -1.4256, -0.2626)
H (-6.3158, 0.4371, -2.4822)
H (-6.9988, -1.1296, -2.0468)
H (-5.3937, -1.0326, -2.7786)
H (-2.5165, 3.8629, 0.0676)
H (3.6781, 2.8446, -0.7947)
H (1.6305, -1.4887, -4.9571)
H (5.3071, 2.1397, -1.8329)
H (5.0700, 2.8399, -3.4130)
H (6.3106, 1.0217, -4.4896)
H (6.2575, 0.0382, -3.0233)
H (7.2294, 1.5083, -3.0791)
H (3.1513, -0.5487, -5.8337)
H (4.7693, -0.3756, -5.2055)
H (3.0435, 1.9532, -6.2233)
H (4.7242, 2.0740, -5.7019)
H (4.3173, 1.1558, -7.1490)
H (-1.3523, 5.7799, 0.5129)
H (0.1862, 6.2565, 1.1837)
H (-1.7714, 4.2782, 2.4878)
H (-1.4372, 5.9231, 3.0264)
H (-0.1795, 4.6883, 3.1370)
H (2.3151, 5.8455, 0.9884)
H (3.4133, 4.8772, 0.0440)
H (2.5125, 4.2427, 2.9098)
H (4.0981, 4.8591, 2.4355)
H (3.6011, 3.2303, 1.9673)
H (-4.6702, 3.3455, 0.5643)
H (-5.9163, 2.2766, -0.0285)
H (-4.2421, 4.1401, -1.8106)
H (-5.9098, 4.4185, -1.3072)
H (-5.5206, 3.0701, -2.3757)
O (0.6530, -2.0497, -0.2391)
H (0.3542, -2.3831, 0.6348)
H (0.7429, -2.7850, -0.8567)
O (1.7151, 0.0357, 0.5135)
H (1.6249, 0.2942, 1.4473)
H (2.2348, -0.7795, 0.4754)
O (-0.7125, 0.4470, 1.3443)
H (-0.6735, 1.3718, 1.6309)
H (-1.5927, 0.1235, 1.5989)
C (2.1942, -5.5725, 5.5533)
C (2.8495, -4.9857, 4.4785)
C (2.2591, -3.9234, 3.8085)
C (1.0258, -3.4166, 4.2197)
C (0.3630, -4.0288, 5.2786)
C (0.9490, -5.1006, 5.9430)
As (0.2878, -1.9701, 3.1564)
C (1.2595, -0.4292, 3.8823)
C (2.6491, -0.4915, 3.9823)
C (3.3777, 0.5874, 4.4727)
C (2.7239, 1.7446, 4.8656)
C (1.3416, 1.8259, 4.7503)
C (0.6130, 0.7511, 4.2545)
C (-1.4707, -1.6696, 3.9185)
C (-1.6886, -1.3530, 5.2595)
C (-2.9775, -1.1212, 5.7205)
C (-4.0600, -1.1932, 4.8494)
C (-3.8549, -1.5049, 3.5144)
C (-2.5629, -1.7445, 3.0560)
H (2.6461, -6.4064, 6.0738)
H (3.8112, -5.3621, 4.1547)
H (2.7671, -3.5044, 2.9465)
H (-0.6118, -3.6843, 5.5949)
H (0.4263, -5.5664, 6.7684)
H (3.1775, -1.3985, 3.7197)
H (4.4530, 0.5096, 4.5668)
H (3.2870, 2.5756, 5.2701)
H (0.8229, 2.7221, 5.0681)
H (-0.4674, 0.8226, 4.2068)
H (-0.8527, -1.2758, 5.9444)
H (-3.1393, -0.8833, 6.7637)
H (-5.0620, -1.0137, 5.2159)
H (-4.6955, -1.5753, 2.8356)
H (-2.4154, -2.0344, 2.0182)

Cartesian forces (eV/Å) of the 2 atoms listed first:
Ti 0.256 -0.554 0.803
C -0.008 -0.008 0.016


# C54H71BrClN8O12P2S

6 unconnected molecules or ions with the total composition C54H71BrClN8O12P2S at a distorted geometry (the ωB97M-V functional and the def2-TZVPD basis, OMol25).

Properties
frontier orbital gap = 5.08 eV
net charge = +1
2S+1 = 1
largest force on an atom = 0.088 Eh/bohr

Geometry (Å):
C (-2.9416, -10.2291, 5.5005)
C (-4.1569, -10.2628, 4.4816)
C (-3.5829, -10.6343, 3.0599)
C (-2.9007, -9.3659, 2.3733)
C (-1.9554, -9.9353, 1.2264)
C (-0.7597, -8.9366, 0.9593)
C (-1.2799, -7.5266, 0.4300)
C (-0.1937, -6.9731, -0.5889)
C (-0.0090, -5.4222, -0.3330)
C (1.5245, -4.9559, -0.4074)
C (1.6285, -3.5429, -1.1089)
C (2.2911, -2.4349, -0.1737)
C (2.0580, -1.0448, -0.8802)
C (2.1815, 0.1928, 0.1113)
C (1.0959, 1.3068, -0.2017)
C (1.6157, 2.6942, 0.3602)
C (0.5025, 3.6010, 0.9986)
C (-0.2059, 4.5850, -0.0074)
C (0.7725, 5.5509, -0.7762)
C (0.8519, 7.0134, -0.1350)
C (-0.0710, 8.0407, -0.8235)
C (-1.1691, 8.6183, 0.0031)
Cl (-1.4815, 8.1669, 1.6699)
C (-2.0352, 9.6312, -0.6276)
Br (-3.4556, 10.4924, 0.3242)
C (-1.6961, 9.9364, -2.0644)
P (-2.7628, 11.1798, -2.9659)
N (-4.2828, 10.8653, -2.7220)
O (-2.5161, 11.1092, -4.6217)
O (-2.4689, 12.7247, -2.4304)
N (-0.7033, 9.3742, -2.7474)
N (0.0356, 8.5037, -2.1037)
P (1.4002, 7.8225, -3.1074)
S (2.1932, 9.3588, -4.0096)
H (-2.7429, -9.1575, 5.7860)
H (-2.0024, -10.6234, 5.0255)
H (-3.2018, -10.8130, 6.4173)
H (-4.8882, -11.0549, 4.7906)
H (-4.6879, -9.2817, 4.4048)
H (-2.7692, -11.3993, 3.1624)
H (-4.3424, -11.0290, 2.3392)
H (-3.6712, -8.6589, 1.9753)
H (-2.2286, -8.8320, 3.0973)
H (-1.5083, -10.9290, 1.5010)
H (-2.5429, -10.0794, 0.2835)
H (-0.0090, -9.3857, 0.2558)
H (-0.2476, -8.7387, 1.9390)
H (-1.3843, -6.8774, 1.3403)
H (-2.3073, -7.6081, -0.0119)
H (-0.4233, -7.2298, -1.6542)
H (0.7828, -7.4727, -0.3066)
H (-0.6586, -4.8531, -1.0489)
H (-0.3594, -5.1332, 0.6969)
H (2.0579, -5.7707, -0.9683)
H (1.9135, -4.9437, 0.6404)
H (2.2380, -3.6703, -2.0451)
H (0.6203, -3.1745, -1.4211)
H (3.3676, -2.7061, -0.0469)
H (1.7708, -2.5185, 0.8194)
H (1.0325, -1.0692, -1.3263)
H (2.7959, -0.9755, -1.7255)
H (2.0976, -0.1699, 1.1740)
H (3.2224, 0.5906, -0.0303)
H (0.0793, 1.0168, 0.1549)
H (1.0897, 1.3949, -1.3228)
H (2.2093, 3.1761, -0.4547)
H (2.3486, 2.4621, 1.1824)
H (-0.3060, 2.9080, 1.3694)
H (0.8468, 4.1530, 1.9197)
H (-0.7169, 3.9582, -0.7910)
H (-0.9995, 5.1796, 0.5223)
H (0.4142, 5.5839, -1.8476)
H (1.8299, 5.1858, -0.8326)
H (1.9131, 7.3694, -0.2781)
H (0.7183, 6.9869, 0.9775)
H (-4.7046, 10.6689, -3.6356)
H (-2.6921, 10.1673, -4.8303)
H (-2.6383, 13.3008, -3.2076)
H (0.9059, 6.9668, -4.1271)
H (2.4169, 7.2730, -2.2930)
C (-3.4968, 7.8427, -5.5594)
C (-3.4342, 7.4235, -4.2346)
C (-4.3663, 6.5187, -3.7476)
C (-5.3523, 6.0385, -4.5953)
C (-5.4285, 6.4559, -5.9165)
C (-4.4948, 7.3631, -6.3980)
N (-6.3245, 5.0619, -4.0878)
O (-6.2365, 4.7340, -2.9182)
O (-7.1553, 4.6367, -4.8658)
H (-2.7628, 8.5461, -5.9426)
H (-2.6555, 7.8001, -3.5821)
H (-4.3100, 6.1974, -2.7155)
H (-6.2010, 6.0848, -6.5776)
H (-4.5425, 7.6935, -7.4282)
C (4.7231, -12.9794, -0.1925)
C (4.5114, -12.0176, -1.1728)
C (4.0043, -10.7732, -0.8270)
C (3.7176, -10.5029, 0.5039)
C (3.9186, -11.4593, 1.4891)
C (4.4234, -12.7026, 1.1357)
N (3.2048, -9.1805, 0.8769)
O (3.0217, -8.3696, -0.0158)
O (2.9942, -8.9657, 2.0559)
H (5.1245, -13.9488, -0.4649)
H (4.7449, -12.2377, -2.2073)
H (3.8426, -10.0304, -1.5972)
H (3.6909, -11.2518, 2.5266)
H (4.5870, -13.4559, 1.8964)
C (-3.2545, -7.3379, 11.5673)
C (-4.1996, -7.8051, 10.6623)
C (-3.9808, -7.6720, 9.2986)
C (-2.8102, -7.0734, 8.8541)
C (-1.8636, -6.5970, 9.7501)
C (-2.0902, -6.7309, 11.1124)
N (-2.5644, -6.9537, 7.4135)
O (-3.4254, -7.3662, 6.6556)
O (-1.5130, -6.4537, 7.0560)
H (-3.4256, -7.4482, 12.6321)
H (-5.1065, -8.2764, 11.0208)
H (-4.7226, -8.0390, 8.6012)
H (-0.9524, -6.1258, 9.4050)
H (-1.3572, -6.3655, 11.8210)
C (-0.5698, 15.3578, -3.4256)
C (-0.9188, 16.4070, -4.2667)
C (-0.5848, 17.7101, -3.9254)
C (0.1014, 17.9473, -2.7431)
C (0.4475, 16.9063, -1.8935)
C (0.1083, 15.6062, -2.2391)
N (0.4784, 19.3218, -2.3908)
O (0.1423, 20.2118, -3.1493)
O (1.1079, 19.4891, -1.3625)
H (-0.8261, 14.3403, -3.6974)
H (-1.4488, 16.2089, -5.1905)
H (-0.8602, 18.5218, -4.5860)
H (0.9786, 17.0909, -0.9687)
H (0.3758, 14.7850, -1.5852)
C (7.1255, -5.1318, -3.0871)
C (6.9348, -4.1495, -4.0515)
C (6.4635, -2.8976, -3.6839)
C (6.1911, -2.6404, -2.3473)
C (6.3713, -3.6174, -1.3777)
C (6.8402, -4.8679, -1.7531)
N (5.7160, -1.3114, -1.9509)
O (5.5485, -0.4815, -2.8285)
O (5.5172, -1.1107, -0.7662)
H (7.4991, -6.1074, -3.3767)
H (7.1570, -4.3597, -5.0905)
H (6.3181, -2.1390, -4.4419)
H (6.1547, -3.4202, -0.3357)
H (6.9872, -5.6372, -1.0050)

Cartesian forces (eV/Å) of the 2 atoms listed first:
C -0.438 0.822 -0.117
C 0.674 -0.925 -0.609


# C54H77Br2F3MoN2OP2Si4Te

A molecular structure, C54H77Br2F3MoN2OP2Si4Te at a distorted geometry (the ωB97M-V functional and the def2-TZVPD basis, OMol25).

Properties
frontier orbital gap (spin up / spin down) = 6.12 / 5.90 eV
energy above the lowest of the compared OMol25 structures with the same formula, charge and spin = 25.69 kcal per mole
2S+1 = 3
expectation value of S² = 2.030
largest force on an atom = 0.041 Eh/bohr

Geometry (Å):
Mo (0.0017, 1.1279, -0.0049)
C (-0.9839, 2.8360, 4.7731)
C (-0.7779, 2.8099, 3.2576)
C (-1.6875, 3.8630, 2.6176)
P (-0.9546, 1.1579, 2.3346)
C (-0.7757, -0.0473, 3.7628)
C (-1.3710, -1.4133, 3.4470)
C (0.6816, -0.1751, 4.2128)
C (-2.7253, 1.1825, 2.0187)
C (-3.6977, 1.3120, 3.0100)
C (-5.0103, 1.6077, 2.6961)
C (-6.0753, 1.7208, 3.7447)
C (-5.3213, 1.8608, 1.3581)
C (-4.3850, 1.7112, 0.3682)
C (-3.0712, 1.2938, 0.6590)
N (-2.1614, 0.9946, -0.3248)
C (-2.6966, 0.4517, -1.4769)
C (-3.8697, -0.3152, -1.4937)
C (-4.3958, -0.7795, -2.6799)
C (-3.7713, -0.5205, -3.8956)
C (-4.3916, -0.9608, -5.1865)
C (-2.5511, 0.1392, -3.8752)
C (-1.9974, 0.6004, -2.6905)
P (-0.4346, 1.4727, -2.4088)
C (0.7452, 0.9861, -3.7838)
C (0.4608, 1.4816, -5.2032)
C (0.8853, -0.5314, -3.7808)
C (-0.9002, 3.1854, -2.9625)
C (0.3049, 4.1162, -2.8956)
C (-2.0627, 3.7213, -2.1373)
H (-0.8425, 3.8645, 5.1070)
H (-0.2596, 2.2212, 5.3012)
H (-1.9881, 2.5399, 5.0678)
H (0.2651, 3.1087, 3.0904)
H (-2.7102, 3.7621, 2.9780)
H (-1.7084, 3.7768, 1.5307)
H (-1.3358, 4.8618, 2.8750)
H (-1.3639, 0.3867, 4.5769)
H (-0.9227, -1.8544, 2.5541)
H (-2.4457, -1.3414, 3.2869)
H (-1.1868, -2.0881, 4.2830)
H (1.1441, -1.0457, 3.7553)
H (0.7403, -0.2964, 5.2936)
H (1.2707, 0.7004, 3.9380)
H (-3.4196, 1.1826, 4.0474)
H (-5.6851, 1.4691, 4.7284)
H (-6.9041, 1.0506, 3.5155)
H (-6.4718, 2.7364, 3.7730)
H (-6.3204, 2.1834, 1.1005)
H (-4.6539, 1.9326, -0.6547)
H (-4.3778, -0.5349, -0.5656)
H (-5.3154, -1.3442, -2.6620)
H (-5.4446, -1.1867, -5.0411)
H (-3.9004, -1.8549, -5.5699)
H (-4.3033, -0.1813, -5.9408)
H (-2.0437, 0.3023, -4.8135)
H (1.7043, 1.4208, -3.4708)
H (-0.4649, 1.0811, -5.6046)
H (1.2690, 1.1391, -5.8502)
H (0.4275, 2.5650, -5.2726)
H (-0.0876, -0.9946, -3.9367)
H (1.2887, -0.8795, -2.8302)
H (1.5541, -0.8591, -4.5748)
H (-1.2397, 3.0740, -4.0025)
H (0.6680, 4.1787, -1.8732)
H (0.0244, 5.1179, -3.2185)
H (1.1239, 3.7657, -3.5211)
H (-1.8000, 3.7502, -1.0821)
H (-2.9464, 3.0968, -2.2628)
H (-2.3069, 4.7356, -2.4507)
C (2.8293, -0.5310, 1.5264)
C (2.8196, 0.9285, 1.8339)
C (3.8946, 1.4928, 2.5218)
C (4.0001, 2.8529, 2.6789)
C (3.0209, 3.6749, 2.0936)
C (3.0615, 5.0802, 2.0835)
Br (4.5091, 5.9949, 2.9314)
C (2.0792, 5.8305, 1.4732)
C (1.0240, 5.1906, 0.8533)
Br (-0.3788, 6.2089, 0.0676)
C (0.9272, 3.7899, 0.7879)
O (-0.0172, 3.1798, 0.1652)
C (1.9349, 3.0284, 1.4481)
N (1.8114, 1.6783, 1.3670)
H (3.5826, -1.0382, 2.1224)
H (3.0650, -0.6753, 0.4686)
H (1.8520, -0.9731, 1.7082)
H (4.6616, 0.8400, 2.9072)
H (4.8352, 3.2933, 3.1987)
H (2.1373, 6.9099, 1.4655)
F (8.5679, 4.8252, -0.6339)
C (7.4847, 4.9320, 0.1712)
F (7.2074, 6.2415, 0.2325)
F (7.9116, 4.5679, 1.3926)
C (6.3286, 4.1049, -0.3022)
C (5.3095, 4.6817, -1.0534)
C (4.2138, 3.9291, -1.4217)
C (4.1167, 2.5819, -1.0497)
C (5.1892, 1.9963, -0.3636)
C (6.2761, 2.7515, 0.0162)
C (2.9017, 1.8786, -1.1980)
C (1.8258, 1.3313, -1.0045)
H (5.3702, 5.7244, -1.3272)
H (3.4086, 4.3845, -1.9790)
H (5.1415, 0.9514, -0.0965)
H (7.0825, 2.3090, 0.5805)
C (2.9050, -4.0174, -2.1237)
Si (1.1393, -4.7476, -2.2159)
C (0.3019, -4.1853, -3.8406)
C (1.3073, -6.6471, -2.3773)
Si (-0.1003, -4.1040, -0.2839)
Te (-0.2759, -1.4934, -0.2896)
Si (-2.3966, -4.7220, -0.4957)
C (-3.4619, -4.0204, 0.9309)
C (-3.1561, -4.0630, -2.1214)
C (-2.5732, -6.6276, -0.4864)
Si (0.8508, -5.0677, 1.6896)
C (1.2472, -6.9139, 1.3886)
C (-0.3616, -5.0289, 3.1805)
C (2.4967, -4.2363, 2.2029)
H (3.4969, -4.2567, -3.0018)
H (3.4325, -4.4029, -1.2573)
H (2.8717, -2.9369, -2.0308)
H (0.9684, -4.2715, -4.6942)
H (-0.0190, -3.1532, -3.7727)
H (-0.5768, -4.7863, -4.0495)
H (1.6618, -6.9307, -3.3641)
H (0.3523, -7.1371, -2.2225)
H (2.0023, -7.0545, -1.6532)
H (-3.3469, -2.9420, 0.9853)
H (-3.1683, -4.4333, 1.8897)
H (-4.5180, -4.2339, 0.7930)
H (-2.9456, -3.0033, -2.2298)
H (-4.2351, -4.1870, -2.1448)
H (-2.7491, -4.5697, -2.9893)
H (-2.1837, -7.0515, 0.4326)
H (-2.0232, -7.0701, -1.3099)
H (-3.6084, -6.9413, -0.5797)
H (0.4086, -7.4170, 0.9210)
H (1.4700, -7.4392, 2.3126)
H (2.1029, -7.0341, 0.7350)
H (-0.8600, -5.9862, 3.2981)
H (-1.1316, -4.2799, 3.0364)
H (0.1418, -4.8066, 4.1171)
H (3.2821, -4.4792, 1.4956)
H (2.8351, -4.5465, 3.1868)
H (2.3959, -3.1585, 2.2125)

Cartesian forces (eV/Å) of the 2 atoms listed first:
Mo 0.731 0.362 0.523
C 0.139 -0.185 -0.149